The following is a quantum chemistry calculation of C27H33F6MoO6 as an isolated structure, from OMol25.

For the LUMO energy (alpha / beta), the calculation gives 2.02 / 2.02 eV. As for the charge: -1. As for the spin multiplicity: 3.

Each line ends with the Mulliken charge.
CARTESIAN COORDINATES (ANGSTROEM)
1 C 0.35855 -0.91375 -4.23148  2.98
2 C -0.02115 -1.44558 -2.84124  -1.90
3 C 0.06965 0.60925 -4.22016  -1.34
4 C -0.98883 0.80035 -3.12192  -0.08
5 H -0.29911 0.89295 -5.21174  0.29
6 H 0.99965 1.15164 -4.00816  0.35
7 C -1.24303 -0.59974 -2.48204  0.69
8 H 0.81262 -1.24407 -2.15166  0.31
9 H -0.21692 -2.52759 -2.85873  0.58
10 C -1.47216 -0.35242 -0.99635  -0.95
11 H -2.13614 -1.04893 -2.94267  0.54
12 H -1.92508 1.15548 -3.58173  0.51
13 C -0.68709 1.71226 -1.87270  1.61
14 C 1.73989 -1.28122 -4.72941  -0.16
15 C -0.42975 -1.66498 -5.30529  -0.33
16 O -1.12503 -1.17015 -6.17306  -0.63
17 O 2.62424 -1.77345 -4.05537  -0.64
18 O 1.85020 -1.06446 -6.05910  -0.27
19 O -0.20247 -2.99412 -5.23021  -0.27
20 C -0.70854 -3.71522 -6.35446  -0.78
21 H -0.49900 -4.76082 -6.13908  0.26
22 H -0.19175 -3.38915 -7.26505  0.30
23 H -1.78561 -3.54950 -6.46767  0.30
24 C 3.08622 -1.53203 -6.59773  -0.79
25 H 3.93068 -0.98785 -6.15894  0.30
26 H 3.01922 -1.34895 -7.66914  0.25
27 H 3.20634 -2.60222 -6.38929  0.33
28 O -1.18427 1.00291 -0.67439  -0.50
29 H -0.83654 -0.96765 -0.34142  0.18
30 H -2.52395 -0.54397 -0.73141  0.17
31 C -1.43659 3.04092 -1.94332  -1.76
32 C 0.79459 2.00230 -1.62168  -1.90
33 H 1.20143 2.66292 -2.39843  0.43
34 H 1.38669 1.07975 -1.57895  0.26
35 H 0.89901 2.50921 -0.65102  0.41
36 H -1.34317 3.57544 -0.98976  0.36
37 H -2.50097 2.87721 -2.15024  0.43
38 H -1.02268 3.67164 -2.73977  0.37
39 Mo -0.01898 -1.21693 3.30238  0.93
40 C -1.82337 -0.86353 4.50607  -0.11
41 C -2.04959 -0.47786 3.12795  -0.86
42 C -1.90994 -1.66927 2.31182  -0.38
43 H -2.29200 0.51834 2.77800  0.43
44 C -1.57960 -2.77444 3.18486  -0.78
45 C -1.52194 -2.27471 4.53794  -0.74
46 H -1.34309 -2.85965 5.43351  0.45
47 H -1.95477 -0.22355 5.36968  0.39
48 H -2.09974 -1.72360 1.24802  0.45
49 H -1.47152 -3.81185 2.88442  0.44
50 C 2.08818 -0.00856 3.50211  -0.32
51 C 2.04005 -1.01297 4.53227  -0.45
52 C 2.01915 -2.30474 3.89006  -0.55
53 H 2.11135 -0.82935 5.60124  0.42
54 C 2.04180 -2.09482 2.46118  -0.58
55 C 2.07096 -0.66972 2.22155  -0.76
56 H 2.13501 -0.17122 1.25673  0.43
57 H 2.19992 1.05670 3.65570  0.39
58 H 2.08377 -3.26490 4.39984  0.45
59 H 2.11338 -2.87020 1.70180  0.45
60 C -1.75412 2.94067 4.76197  -1.87
61 C -0.25844 2.63625 4.62165  1.07
62 O -0.03371 1.68984 3.74686  -0.32
63 C 0.46287 3.99868 4.10542  0.55
64 F 0.28036 5.04547 4.97137  -0.31
65 F 1.79588 3.84984 3.91684  -0.26
66 F -0.08433 4.36446 2.91540  -0.25
67 C 0.34952 2.28384 6.07262  0.49
68 F -0.05620 3.18120 7.01699  -0.32
69 F -0.09512 1.05597 6.47474  -0.25
70 F 1.70532 2.23879 6.10051  -0.28
71 H -2.14482 3.15890 3.76246  0.38
72 H -1.93324 3.78680 5.43107  0.41
73 H -2.27216 2.04970 5.12973  0.30

The following is a quantum chemistry calculation of one molecule with the formula C27H33N3O5, from OMol25.

Its SMILES is CCCCCCCCCC(=O)N1c2ccccc2NC(=O)[C@H]1CC(=O)Nc1ccc(C(=O)O)cc1. For the LUMO energy, the calculation gives 0.30 eV. The energy relative to the best compared isomer or geometry (same formula, charge and spin) is 2.3 kcal/mol.

Each line ends with the natural charge from an NBO analysis.
CARTESIAN COORDINATES (ANGSTROEM)
1 C -3.74260 -0.73883 5.93171  -0.60
2 C -3.74156 -1.34651 4.53423  -0.39
3 C -2.49628 -2.19365 4.28298  -0.39
4 C -2.50096 -2.81537 2.88789  -0.40
5 C -1.27031 -3.68350 2.61522  -0.39
6 C 0.01667 -2.88737 2.38887  -0.40
7 H 0.87260 -3.55806 2.49437  0.20
8 C 0.07390 -2.23384 1.00980  -0.38
9 C 1.28735 -1.31988 0.87158  -0.40
10 C 1.35816 -0.67586 -0.51468  -0.50
11 C 2.14005 0.61468 -0.47602  0.74
12 O 2.26544 1.26458 0.54733  -0.65
13 N 2.69954 1.07003 -1.63940  -0.46
14 C 2.58683 0.52494 -2.93158  0.08
15 C 1.41283 0.01490 -3.46863  -0.19
16 C 1.40058 -0.49606 -4.75467  -0.22
17 C 2.55218 -0.49330 -5.52287  -0.19
18 C 3.71602 0.05697 -5.01859  -0.24
19 C 3.73449 0.58117 -3.73413  0.20
20 N 4.88244 1.18029 -3.22201  -0.62
21 C 4.88610 2.05143 -2.18060  0.68
22 O 5.88648 2.61138 -1.80057  -0.58
23 C 3.50749 2.28031 -1.56539  -0.14
24 H 3.64974 2.50167 -0.50244  0.28
25 C 2.82033 3.47150 -2.28057  -0.51
26 C 1.30905 3.26790 -2.35630  0.70
27 O 0.72347 3.23561 -3.41322  -0.59
28 N 0.72467 3.09708 -1.13479  -0.62
29 C -0.50239 2.49105 -0.86314  0.17
30 C -1.44549 2.21417 -1.85303  -0.27
31 C -2.59567 1.52723 -1.52667  -0.13
32 C -2.83351 1.11112 -0.21736  -0.22
33 C -1.90192 1.41360 0.77586  -0.17
34 C -0.75145 2.09954 0.45536  -0.21
35 H -0.01662 2.30987 1.21807  0.22
36 H -2.08257 1.09936 1.79167  0.23
37 C -4.06496 0.35393 0.07069  0.78
38 O -4.89798 0.05345 -0.74919  -0.60
39 O -4.18702 0.00080 1.36326  -0.69
40 H -5.01020 -0.49628 1.48902  0.50
41 H -3.32968 1.29449 -2.28291  0.24
42 H -1.26219 2.52486 -2.86787  0.26
43 H 1.33014 3.15726 -0.32356  0.42
44 H 3.17590 3.55955 -3.30922  0.24
45 H 3.05534 4.39871 -1.75746  0.25
46 H 5.75068 1.06442 -3.72924  0.42
47 H 4.61363 0.09263 -5.61787  0.21
48 H 2.54043 -0.89925 -6.52208  0.22
49 H 0.48082 -0.88810 -5.15857  0.22
50 H 0.49981 0.04064 -2.89854  0.23
51 H 1.77349 -1.36016 -1.25476  0.23
52 H 0.33858 -0.41836 -0.81667  0.24
53 H 1.22452 -0.52448 1.61619  0.22
54 H 2.20333 -1.88164 1.06407  0.20
55 H -0.83008 -1.64348 0.84501  0.19
56 H 0.10734 -3.01098 0.24197  0.19
57 H 0.11153 -2.11700 3.15508  0.19
58 H -1.12800 -4.35761 3.46320  0.20
59 H -1.45656 -4.30135 1.73336  0.20
60 H -2.57041 -2.02229 2.14181  0.20
61 H -3.39401 -3.43777 2.78814  0.20
62 H -1.61268 -1.56504 4.40626  0.19
63 H -2.44295 -2.98846 5.03130  0.19
64 H -3.78677 -0.54798 3.79111  0.20
65 H -4.63150 -1.96888 4.41078  0.19
66 H -2.87255 -0.10083 6.07120  0.20
67 H -3.71705 -1.52021 6.68844  0.20
68 H -4.63602 -0.13877 6.08877  0.21

The following is a quantum chemistry calculation of C27H33N4OPdS3 as an isolated structure, from OMol25.

For the LUMO energy (alpha / beta), the calculation gives -3.22 / -5.02 eV. The energy relative to the best compared isomer or geometry (same formula, charge and spin) is 0.0 kcal/mol. As for the charge: +1. As for the spin multiplicity: 5.

Each line ends with the natural charge from an NBO analysis.
CARTESIAN COORDINATES (ANGSTROEM)
1 Pd -1.03511 0.00988 -0.66303  0.99
2 C 0.64419 -4.93942 1.16647  -0.17
3 C 0.59689 -4.06382 2.24327  -0.21
4 C -0.06991 -2.86372 2.14417  -0.22
5 C -0.72461 -2.51842 0.94657  0.18
6 C -0.63991 -3.39762 -0.15183  -0.21
7 C 0.02119 -4.59902 -0.02893  -0.20
8 N -1.42261 -1.35502 0.79927  -0.38
9 C -2.16451 -0.81242 1.80707  0.08
10 C -2.58401 -1.49532 2.95847  -0.18
11 C -3.29141 -0.83002 3.94497  -0.23
12 C -3.60021 0.51948 3.81257  -0.13
13 C -3.26621 1.20918 2.65737  -0.26
14 C -2.59351 0.54668 1.63127  0.25
15 N -2.28251 1.07778 0.42367  -0.30
16 N -2.46751 2.31348 0.07657  -0.22
17 C -1.89611 2.68138 -1.06723  0.30
18 C -2.13241 3.96728 -1.60553  -0.21
19 C -1.54061 4.32688 -2.78643  -0.15
20 C -0.68651 3.41908 -3.42953  -0.27
21 C -0.47921 2.18088 -2.86243  0.06
22 N -1.05961 1.79858 -1.72723  -0.50
23 H 1.15489 -5.88512 1.25917  0.23
24 H 1.08909 -4.31962 3.16707  0.23
25 H -0.07331 -2.16132 2.96427  0.23
26 H -1.17411 -3.14662 -1.06143  0.23
27 H 0.04859 -5.28252 -0.86373  0.22
28 H -2.37111 -2.54862 3.05867  0.24
29 H -3.60141 -1.37082 4.82517  0.23
30 H -4.13901 1.02668 4.59727  0.23
31 H -3.52771 2.24688 2.52447  0.25
32 H -2.78581 4.62598 -1.05863  0.25
33 H -1.72471 5.29338 -3.22903  0.24
34 H -0.19711 3.66938 -4.35483  0.24
35 H 0.16919 1.44928 -3.33583  0.22
36 C 0.94349 -2.06072 -4.45223  -0.66
37 C -0.01931 -1.57152 -3.41503  -0.15
38 S 0.70079 -1.04802 -1.95233  0.00
39 C -1.38041 -1.59202 -3.64693  -0.16
40 C -1.94161 -2.10602 -4.93733  -0.66
41 S -2.55981 -1.07412 -2.51923  0.12
42 H 1.95449 -2.01062 -4.05773  0.24
43 H 0.89519 -1.45512 -5.35763  0.24
44 H 0.72589 -3.09052 -4.73623  0.24
45 H -1.45031 -1.64012 -5.79133  0.23
46 H -3.00821 -1.89892 -4.98663  0.24
47 H -1.79621 -3.18552 -5.02143  0.24
48 C 1.12439 1.80688 4.60257  -0.61
49 C 2.49619 1.89438 3.94777  -0.41
50 C 2.55149 1.11848 2.64267  -0.57
51 S 1.43519 1.93748 1.41187  1.24
52 O 0.51849 0.82988 0.99907  -1.06
53 C 2.57459 2.12438 -0.03253  -0.57
54 C 3.37909 0.88598 -0.38923  -0.42
55 C 4.03529 1.04648 -1.75813  -0.60
56 H 1.12979 2.34068 5.55027  0.23
57 H 0.86179 0.76908 4.78977  0.20
58 H 0.36199 2.24558 3.96057  0.21
59 H 3.25179 1.49948 4.62897  0.22
60 H 2.74129 2.93988 3.75257  0.21
61 H 2.15559 0.10938 2.75797  0.24
62 H 3.56219 1.07138 2.24927  0.23
63 H 3.21039 2.98338 0.17437  0.23
64 H 1.88439 2.37178 -0.84383  0.23
65 H 2.71159 0.01898 -0.40363  0.22
66 H 4.15959 0.71328 0.35517  0.20
67 H 3.28219 1.16488 -2.53413  0.20
68 H 4.63179 0.16868 -1.99183  0.22
69 H 4.68389 1.91998 -1.77773  0.21

Q: Which F_max values were calculated for the entries above? A: 3.4; 0.6; 1.9, in eV/A.